The following is a DFT calculation (ωB97M-V/def2-TZVPD) of a cluster of 2 separate species, C4H11NO2 in total in a non-equilibrium geometry.

highest occupied orbital energy	-0.348	Ha
ΔE to the lowest compared entry with this formula, charge and spin	322.72	kJ/mol
SMILES	CN[C@@H](C)C=O.O
LUMO	0.80	eV
DFT total energy	-364.1453	Eh

```
18
Properties=species:S:1:pos:R:3:forces:R:3
C 0.798 0.105 -1.448 -1.104 3.997 2.029
N -0.736 0.105 -1.387 1.468 -0.904 -1.279
C -1.310 -0.821 -0.385 -0.863 3.143 0.690
C -0.632 -2.119 -0.266 0.578 -1.527 1.275
C -1.033 0.123 0.839 1.998 -1.395 0.938
O 0.114 0.316 1.255 -2.853 -0.465 -0.409
H 1.123 0.893 -0.607 -0.506 -2.849 -1.175
H 1.408 -0.772 -1.556 -0.155 -0.514 0.448
H 1.115 0.807 -2.184 -0.367 0.063 -1.679
H -1.080 -0.186 -2.296 0.041 0.200 -0.111
H -2.458 -0.772 -0.435 1.666 -0.612 -0.480
H -0.924 -3.003 -0.805 -1.007 0.026 -0.586
H 0.423 -2.080 -0.496 0.235 0.471 0.253
H -0.699 -2.383 0.787 0.171 -0.437 0.169
H -1.925 0.526 1.363 0.281 0.400 -0.276
O 2.100 2.059 1.394 5.497 4.895 -0.789
H 1.530 1.563 1.813 -4.767 -4.140 3.226
H 1.988 1.934 0.493 -0.312 -0.353 -2.244
```
Positions in Å, forces in eV/Å.